Record 1
Computed, not measured: a molecular structure, C32H44F9N5O5P2S2 in a non-equilibrium geometry, with ωB97M-V/def2-TZVPD.

The geometry in XYZ format:
```
99
Properties=species:S:1:pos:R:3:forces:R:3
C -7.3859 -4.1147 0.3320 0.38 0.69 -0.54
C -6.5969 -4.2204 -0.9731 -0.25 0.57 1.31
P -6.0814 -2.6280 -1.7321 -0.77 0.11 -1.96
C -6.8483 -1.2245 -0.8166 0.46 -0.30 0.13
C -7.7630 -0.3844 -1.6829 0.26 -0.05 0.19
O -4.4071 -2.4270 -1.4698 0.13 1.16 1.10
P -3.5523 -2.5744 -2.7829 -0.30 -0.92 -0.94
O -3.7536 -3.8859 -3.3472 -0.52 -1.81 -0.81
O -3.8997 -1.4931 -3.8926 0.01 0.93 1.60
C -4.5640 -0.2695 -3.5011 0.33 0.65 -1.94
C -3.8638 0.9723 -4.0508 0.10 -0.52 2.08
C -2.9729 1.5684 -2.9456 0.64 -0.40 -0.77
C -1.6233 2.0405 -3.4535 -0.90 0.89 0.18
C -1.0818 3.2289 -2.6816 0.90 -1.14 -0.11
C -0.4434 2.8958 -1.3485 -1.02 0.76 0.59
C -1.4865 2.9326 -0.2229 0.82 -0.54 -0.34
S -0.6581 3.2365 1.3543 0.06 0.01 0.88
C -0.9384 1.8304 2.4049 1.94 4.97 -0.97
N -1.4618 0.7562 2.1674 -2.11 -3.43 -1.78
N -1.3858 0.0684 3.3437 -2.56 -4.59 -1.78
C -0.8341 0.7559 4.1811 1.48 2.15 1.50
O -0.4802 1.9564 3.6568 0.71 1.12 0.99
O -2.0146 -2.3811 -2.4327 -0.05 0.54 0.75
C -1.2877 -3.3788 -3.1617 0.95 -0.06 -0.48
C 0.2233 -3.1912 -3.2380 -0.36 0.57 -0.14
C 0.8300 -2.2090 -2.2746 0.60 -2.37 -2.34
F 0.4409 -2.5237 -1.0806 -0.87 0.28 2.95
F 0.4729 -1.0147 -2.6365 -0.50 2.84 -0.04
C 2.3603 -2.4390 -2.3314 -1.02 2.40 1.53
F 2.7528 -2.7444 -3.5001 0.99 0.22 -4.01
F 2.5802 -3.4812 -1.6318 0.67 -2.89 2.65
S 3.4551 -1.0426 -1.6706 1.86 -1.33 0.23
F 4.6421 -1.5657 -2.5564 0.77 -0.55 -0.61
F 3.0571 -0.0957 -2.8348 -1.05 0.67 -0.77
F 2.3676 -0.5026 -0.7262 -1.51 0.49 0.61
F 4.0063 -1.9733 -0.4892 -0.25 -0.13 0.23
F 4.4127 0.0645 -1.1446 0.60 1.05 0.42
H -6.9048 -3.4071 0.9756 0.38 0.18 0.72
H -7.4943 -5.0488 0.8337 -0.05 -0.74 0.31
H -8.3570 -3.7033 0.1458 -0.76 0.12 -0.10
H -5.7719 -4.8812 -0.8129 0.86 -0.23 -0.20
H -7.2304 -4.6798 -1.7009 -0.22 -0.30 -0.77
H -6.0527 -0.5906 -0.4694 0.62 0.23 0.28
H -7.3951 -1.5086 0.0625 -0.18 -0.37 0.50
H -8.1266 0.4132 -1.0688 -0.49 0.55 0.35
H -8.5913 -0.9409 -2.0625 -0.64 -0.41 -0.27
H -7.2666 0.0768 -2.5114 0.42 0.11 -0.58
H -5.5185 -0.3149 -3.9774 -0.89 -0.31 0.06
H -4.6425 -0.1172 -2.4458 -0.25 -0.47 0.73
H -4.6389 1.6959 -4.1987 -0.46 0.42 -0.73
H -3.3277 0.7516 -4.9469 0.27 -0.09 -0.69
H -3.5023 2.3757 -2.4785 -0.30 0.60 0.28
H -2.7909 0.8462 -2.1703 -0.02 -0.55 0.47
H -1.7606 2.3786 -4.4635 -0.04 0.13 -0.74
H -0.9397 1.2153 -3.4918 0.58 -0.41 0.06
H -0.3213 3.6679 -3.2953 0.47 0.51 -0.40
H -1.8476 3.9623 -2.5194 -0.52 0.50 -0.13
H 0.0751 1.9664 -1.3296 0.50 -0.82 -0.16
H 0.2577 3.6781 -1.1291 0.62 0.36 0.16
H -2.1387 3.7517 -0.4477 -0.48 0.61 0.40
H -2.0766 2.0396 -0.2107 -0.31 -0.59 0.33
H -0.6445 0.4795 5.1760 0.41 0.16 1.06
H -1.5193 -4.3581 -2.8131 -0.23 -0.55 0.63
H -1.6455 -3.3569 -4.1691 -0.12 -0.09 -0.67
H 0.4723 -2.8431 -4.2193 0.20 0.23 -0.61
H 0.7336 -4.1195 -3.1105 0.07 -0.87 0.12
N -6.0523 2.1463 4.8013 -0.02 -0.02 -0.07
C -4.9465 2.0779 4.0689 0.09 -0.16 -0.26
C -3.7894 2.7964 4.3363 -0.43 0.02 0.35
C -3.7967 3.6417 5.4332 0.19 0.07 0.00
C -4.9400 3.7295 6.2073 0.00 0.02 0.02
C -6.0348 2.9607 5.8491 -0.17 0.03 0.15
H -4.9948 1.4069 3.2187 0.10 -0.02 -0.03
H -2.9181 2.6939 3.7223 0.18 0.00 -0.26
H -2.9195 4.2250 5.6817 0.02 0.01 0.00
H -4.9826 4.3783 7.0706 -0.02 0.01 0.02
H -6.9507 2.9938 6.4281 0.01 0.05 0.06
N 7.2261 0.2429 3.8106 -0.03 0.04 -0.02
C 8.1420 -0.6971 3.6084 0.19 -0.03 0.11
C 8.0311 -1.6872 2.6439 0.02 0.00 0.01
C 6.8997 -1.7028 1.8473 0.01 -0.08 -0.08
C 5.9317 -0.7331 2.0432 0.24 -0.03 0.15
C 6.1477 0.2132 3.0341 -0.18 0.13 -0.02
H 9.0092 -0.6468 4.2570 0.06 -0.07 -0.03
H 8.8114 -2.4256 2.5225 0.03 -0.01 0.03
H 6.7726 -2.4596 1.0844 -0.01 -0.01 -0.02
H 5.0429 -0.7244 1.4419 -0.24 0.10 -0.09
H 5.4202 0.9957 3.2207 -0.06 -0.02 -0.05
N 12.4849 0.1839 1.2910 0.02 -0.04 0.00
C 13.0477 1.3789 1.4285 0.19 0.05 0.01
C 12.3315 2.5596 1.5514 0.03 -0.01 0.00
C 10.9496 2.4936 1.5262 -0.04 0.10 0.01
C 10.3453 1.2578 1.3820 -0.06 -0.03 -0.01
C 11.1575 0.1401 1.2707 -0.10 -0.15 -0.02
H 14.1316 1.3831 1.4399 0.03 0.08 0.01
H 12.8446 3.5042 1.6635 0.04 0.01 0.00
H 10.3527 3.3910 1.6181 -0.02 0.02 0.01
H 9.2686 1.1604 1.3575 -0.02 -0.04 0.02
H 10.7269 -0.8486 1.1595 -0.09 0.01 -0.01
```
Forces are in eV/Å.

Orbital gap in eV: 8.81
HOMO energy in eV: -8.40
Energy in eV: -116288.95526
Max |F| in eV/A: 5.55
Spin multiplicity: 1
LUMO energy in Ha: 0.01503

The molecule's Mulliken atomic charges, reported in e, are given here: -1.293 -0.428 -0.108 -0.486 -1.262 -0.181 0.604 -0.824 -0.371 -0.457 -1.123 -0.201 -0.452 -1.284 -0.414 -0.535 -0.316 0.492 0.178 -0.699 -0.056 -0.328 0.201 -0.642 -1.463 1.086 -0.307 -0.282 0.393 -0.304 -0.247 1.607 -0.364 -0.306 -0.306 -0.361 -0.292 0.342 0.390 0.340 0.440 0.409 0.310 0.536 0.429 0.375 0.206 0.566 0.383 0.354 0.476 0.408 0.166 0.494 -0.008 0.426 0.478 0.117 0.569 0.435 0.212 0.467 0.406 0.441 0.407 0.568 -0.557 -0.393 -0.034 -0.462 -0.342 -0.267 0.499 0.456 0.403 0.371 0.343 -0.580 -0.367 -0.419 -0.205 0.021 -0.523 0.393 0.476 0.422 0.365 0.385 -0.565 -0.223 -0.280 -0.427 -0.140 -0.230 0.354 0.356 0.374 0.374 0.411


Record 2
Computed, not measured: 4 unconnected molecules or ions with the total composition C9H12F2NO10 in a non-equilibrium geometry, with ωB97M-V/def2-TZVPD.

The geometry in XYZ format:
```
34
Properties=species:S:1:pos:R:3:forces:R:3
C -0.5894 0.7499 1.0295 -0.33 -0.03 0.76
C -1.0002 -0.5412 0.3104 0.00 -2.41 -2.03
O -0.1283 -1.1775 -0.3819 0.16 1.87 1.18
O -2.1853 -0.9635 0.3778 0.04 1.33 1.01
H -0.1747 1.5158 0.3741 0.06 -0.15 -0.09
H 0.1019 0.5305 1.8432 0.54 -0.18 -0.25
H -1.4208 1.1881 1.5817 -0.32 0.09 -0.35
C 4.1222 1.0158 -0.8316 -1.58 0.49 -0.68
C 2.6671 1.4797 -0.6169 -0.02 -0.95 -1.79
O 2.3623 2.2151 -1.8234 -2.41 -0.62 1.49
C 3.3617 2.3031 -2.6396 0.81 -0.57 -1.32
O 3.3571 2.8308 -3.7186 0.29 -0.13 0.90
O 4.3886 1.5969 -2.1324 2.16 -0.63 0.54
F 2.6333 2.3844 0.3166 0.16 2.28 2.70
H 4.2458 -0.0671 -0.8209 -0.03 0.13 -0.45
H 4.6657 1.4413 0.0119 0.55 0.27 -0.51
H 1.9060 0.7539 -0.3305 -0.13 -0.44 -0.92
C -3.9157 2.4121 2.2160 -0.74 -0.54 -0.16
C -4.4537 0.9804 2.2842 2.83 1.78 -0.47
O -4.9312 0.8063 0.9842 -0.76 -0.81 -0.46
C -4.3371 1.6639 0.1068 -0.89 -0.03 -2.94
O -4.5374 1.6677 -1.1275 1.07 0.19 5.17
O -3.5937 2.5352 0.8486 0.26 0.49 -1.49
F -5.3835 0.9484 3.2371 -1.25 -0.73 0.39
H -3.0582 2.6122 2.8584 -0.07 0.01 -0.26
H -4.7830 3.0304 2.4479 0.18 0.53 0.14
H -3.5854 0.3606 2.5081 -0.61 -1.07 -0.14
C 2.4391 -5.0365 -1.8591 -0.53 0.34 1.75
N 1.5450 -4.7484 -0.6535 -1.58 1.75 -0.48
O 1.7969 -5.3522 0.3548 0.87 -1.31 1.10
O 0.6626 -3.9136 -0.6995 0.64 -0.53 -1.03
H 3.0639 -5.7588 -1.3337 0.37 -0.21 -1.15
H 2.9478 -4.0894 -2.0390 -0.05 -0.22 -0.31
H 1.8106 -5.3746 -2.6830 0.29 0.01 0.15
```
Forces are in eV/Å.

Orbital gap in eV: 6.76
HOMO energy in eV: -4.16
Energy in eV: -36925.57786
Max |F| in eV/A: 5.28
Spin multiplicity: 1
Total charge: -1
LUMO energy in Ha: 0.09565

The molecule's natural (NBO) atomic charges, reported in e, are given here: -0.723 0.741 -0.800 -0.781 0.205 0.200 0.180 -0.127 0.418 -0.479 0.980 -0.595 -0.508 -0.331 0.206 0.200 0.226 -0.117 0.439 -0.490 1.000 -0.574 -0.496 -0.332 0.204 0.177 0.180 -0.490 0.519 -0.424 -0.300 0.229 0.232 0.232


Record 3
Computed, not measured: 11 unconnected molecules or ions with the total composition C3H29NO11S2 in a non-equilibrium geometry, with ωB97M-V/def2-TZVPD.

The geometry in XYZ format:
```
46
Properties=species:S:1:pos:R:3:forces:R:3
N -0.6897 -2.3375 0.9350 0.83 0.36 -0.01
C -1.1385 -1.2426 0.0554 0.15 0.14 1.52
C -0.3267 0.0087 0.4141 -0.87 0.01 0.61
O -0.4135 0.1807 1.8368 0.07 -0.04 0.54
C -1.0220 -1.5488 -1.4044 -0.65 -1.80 -1.03
S -2.0965 -0.4921 -2.3955 -0.77 1.44 2.99
S -1.5610 -0.2566 -4.2215 0.99 -0.66 -3.58
H 0.2279 -2.6997 0.6695 -0.33 -0.03 0.06
H -1.3579 -3.0836 1.0301 -0.07 -0.16 -0.31
H -2.1651 -1.0830 0.4516 0.27 0.26 -0.95
H 0.7406 -0.0453 0.0893 -0.78 0.04 0.03
H -0.8700 0.8997 0.0704 0.66 -0.25 -0.62
H -0.3737 -0.6972 2.2719 0.04 0.13 -0.53
H -1.4662 -2.5366 -1.5698 0.41 -0.17 0.15
H 0.0175 -1.6105 -1.7314 -0.02 0.37 -0.04
H -0.3452 0.3614 -4.3536 -0.41 0.29 0.93
H 1.4006 2.2932 5.2458 0.01 0.05 0.09
H 1.3053 1.6250 3.8603 -0.09 0.31 0.59
O 0.7740 1.8724 4.6541 -0.03 -0.08 -0.35
H 3.2761 -1.1355 -2.1947 -0.37 -0.76 -0.10
H 2.3602 -1.5908 -3.4472 0.18 -0.71 0.47
O 2.8893 -0.9031 -3.0480 0.30 0.81 -0.36
H -1.0965 1.9084 2.8415 -0.24 -0.37 0.07
H -1.6052 3.0413 3.6798 -0.08 0.10 -0.01
O -1.8170 2.5578 2.8715 0.26 -0.16 0.34
H 1.0180 0.8426 2.1911 0.35 -0.64 1.18
H 2.1331 1.3514 1.5499 1.00 0.63 0.67
O 1.9792 0.9874 2.4604 -0.76 0.09 -1.82
H 2.3554 3.2744 0.0337 -0.04 -0.37 0.05
H 0.8756 2.9278 0.2785 0.15 -0.26 0.18
O 1.7730 2.5184 0.1994 -0.14 0.53 -0.35
H -3.3726 -1.1829 2.9266 -0.37 0.08 0.14
H -2.7159 -2.5058 2.9934 -0.13 -0.27 0.17
O -3.5747 -2.0978 3.1639 0.58 0.25 -0.32
H -1.1207 4.2410 0.2686 -0.06 -0.54 0.47
H -1.2648 3.1514 1.4836 0.12 0.77 -0.65
O -0.7707 3.4222 0.6537 0.01 0.10 -0.23
H 2.7384 -2.1655 2.6475 0.01 -0.02 0.05
H 2.5978 -0.6426 2.3111 -0.19 -0.09 -0.16
O 2.6377 -1.5467 1.9208 0.00 0.19 0.36
H 1.0307 1.5499 -2.4568 0.31 -0.42 0.11
H 1.8348 0.3919 -3.2628 -0.01 0.71 0.77
O 1.3414 1.2406 -3.3131 -0.33 0.21 -0.72
H 3.7178 -3.2496 0.0172 0.02 -0.04 -0.36
H 2.9141 -2.0232 0.3028 0.05 -0.30 -0.31
O 3.1419 -2.6263 -0.4428 -0.03 0.28 0.28
```
Forces are in eV/Å.

Orbital gap in eV: 8.42
HOMO energy in eV: -8.23
Energy in eV: -49265.33060
ΔE to the lowest compared entry with this formula, charge and spin in kcal per mole: 0.00
Max |F| in eV/A: 3.78
Spin multiplicity: 1
LUMO energy in Ha: 0.00697

The molecule's natural (NBO) atomic charges, reported in e, are given here: -0.873 -0.093 -0.094 -0.779 -0.574 0.087 -0.160 0.381 0.375 0.210 0.181 0.228 0.512 0.223 0.234 0.174 0.469 0.496 -0.996 0.517 0.488 -0.968 0.503 0.495 -0.943 0.495 0.517 -1.026 0.483 0.517 -1.003 0.468 0.461 -0.928 0.487 0.511 -1.023 0.481 0.518 -1.004 0.478 0.499 -0.998 0.469 0.501 -0.996